# 1
The following is a DFT calculation (ωB97M-V/def2-TZVPD) of 2 unconnected molecules or ions with the total composition C14H26NO3S2 at a distorted geometry.

Properties
Frontier orbital gap ... 6.273 eV
E_HOMO ... -10.64 eV
Charge ... +1

Geometry (Å):
C 6.041483 -0.394592 0.682988
C 6.311237 0.258111 -0.657728
O 5.153400 0.399260 -1.455665
C 4.473520 1.620318 -1.338162
C 3.261512 1.501718 -0.414898
C 2.200186 2.565442 -0.717146
C 0.764979 2.211182 -0.295287
C 0.687576 1.252908 0.884180
S -1.031683 0.610481 0.952649
S -1.663608 0.679750 2.901341
C -0.883197 -1.150027 0.520823
C -1.782082 -1.555192 -0.641412
C -1.781833 -0.515912 -1.749386
O -0.920293 -0.492512 -2.621737
O -2.839737 0.361962 -1.714145
H 6.970171 -0.435143 1.243700
H 5.662434 -1.402743 0.571427
H 5.342209 0.192944 1.270798
H 6.811736 1.211534 -0.498143
H 6.997965 -0.368359 -1.217296
H 5.129754 2.422430 -1.006637
H 4.105733 1.874140 -2.329183
H 2.861623 0.506030 -0.585425
H 3.564483 1.593452 0.625315
H 2.185537 2.700454 -1.794475
H 2.513461 3.516437 -0.301902
H 0.209690 1.848184 -1.155238
H 0.264378 3.126896 0.010593
H 0.881659 1.753103 1.823921
H 1.321602 0.383040 0.789226
H -2.591553 1.639672 2.737788
H -1.052946 -1.748820 1.407302
H 0.157451 -1.281072 0.243223
H -2.793438 -1.735685 -0.298661
H -1.384987 -2.459803 -1.083204
H -2.524121 1.241784 -1.500124
N -5.618878 -2.119313 1.610710
C -5.525897 -1.293313 0.518050
C -6.457224 -1.701425 -0.397469
C -7.140055 -2.814114 0.162064
C -6.603248 -3.045983 1.398872
H -5.058723 -2.056692 2.438486
H -4.812265 -0.486094 0.487665
H -6.633103 -1.251488 -1.359719
H -7.937297 -3.376770 -0.291840
H -6.837610 -3.786181 2.143761

Forces on the atoms, in the same order (eV/Å):
C 0.071 0.260 0.027
C 0.165 -0.425 0.236
O 0.173 0.142 -0.078
C -0.410 -0.127 0.093
C -0.176 0.371 -0.114
C 0.345 -0.412 -0.250
C 0.099 0.514 0.226
C -0.298 -0.097 -0.116
S -0.231 0.579 0.005
S 0.184 -0.289 0.317
C 0.395 -0.278 -0.197
C -0.452 0.327 -0.232
C 1.485 0.035 -2.063
O -1.707 0.253 2.111
O 0.285 -0.760 0.608
H 0.164 -0.099 0.126
H -0.129 -0.185 -0.059
H -0.167 0.049 0.110
H -0.046 0.297 -0.117
H 0.098 -0.084 -0.188
H 0.214 0.131 0.012
H 0.029 0.057 -0.239
H -0.046 -0.239 -0.027
H 0.074 -0.250 0.214
H -0.087 0.155 -0.190
H -0.068 0.181 0.206
H 0.013 -0.396 -0.136
H -0.200 0.135 -0.049
H -0.014 -0.006 0.264
H 0.182 -0.129 0.031
H 0.043 -0.033 -0.306
H -0.166 -0.012 0.196
H 0.188 0.104 -0.068
H -0.262 -0.009 0.010
H 0.132 -0.287 0.106
H 0.050 0.502 -0.493
N -0.001 0.001 -0.090
C 0.137 -0.023 0.092
C 0.030 -0.002 -0.040
C -0.006 -0.007 0.003
C 0.033 0.002 0.007
H -0.034 0.013 0.082
H -0.050 0.052 -0.012
H -0.009 0.008 -0.010
H -0.015 -0.002 -0.008
H -0.015 -0.016 -0.001

# 2
The following is a DFT calculation (ωB97M-V/def2-TZVPD) of a molecular structure, C14H27AsEuF6NO5 at a distorted geometry.

Properties
<S²> ... 15.77
Frontier orbital gap (spin up / spin down) ... 7.246 / 4.295 eV
Multiplicity ... 8
E_HOMO (spin up / spin down) ... -19.72 / -19.73 eV
Charge ... +3

Geometry (Å):
Eu 0.248913 0.844580 -0.591252
C -1.766659 2.998784 -2.297251
C -2.823786 1.960660 -2.028926
O -2.338087 1.292458 -0.850663
C -2.883161 -0.033944 -0.679732
C -2.345317 -0.962944 -1.718065
O -0.929689 -0.872319 -1.678055
C -0.102598 -1.750416 -2.452641
C 0.582859 -0.927377 -3.521093
O 1.111303 0.279827 -2.958394
C 1.058671 1.310537 -4.001733
C -0.233569 2.138536 -3.867937
O -0.495553 2.398701 -2.490686
H -1.728132 3.583224 -1.375048
H -2.016110 3.664822 -3.171081
H -3.014318 1.279777 -2.914374
H -3.785761 2.420150 -1.737701
H -3.973533 0.049006 -0.639070
H -2.626750 -0.448888 0.315931
H -2.685207 -0.713522 -2.723961
H -2.696203 -1.997850 -1.543820
H -0.740171 -2.570645 -2.882143
H 0.558983 -2.237686 -1.776517
H -0.153743 -0.719062 -4.284697
H 1.423413 -1.505662 -3.995937
H 1.189836 0.872305 -5.025332
H 1.861267 2.012582 -3.709269
H -1.143880 1.675148 -4.275405
H -0.124261 3.024420 -4.458358
O 0.476870 -0.747722 1.141982
C 0.548181 -1.652716 2.068274
C -0.740093 -1.995996 2.778823
C -0.861180 -1.068454 4.028540
C 0.034634 -1.507438 5.227335
C 1.548623 -1.782466 5.038824
C 1.757237 -2.822673 3.919905
N 1.684702 -2.166777 2.548813
H -0.634821 -2.994518 3.183094
H -1.593879 -1.883096 2.069280
H -1.848905 -1.026412 4.375591
H -0.599677 -0.021044 3.818245
H -0.531549 -2.351446 5.644477
H -0.066878 -0.688843 5.966458
H 1.993678 -2.179754 5.920142
H 2.054479 -0.809783 4.811208
H 1.045085 -3.659557 3.999878
H 2.780422 -3.239898 4.022445
H 2.522317 -2.188462 1.953702
F 1.307987 2.625412 0.879098
As 3.064660 2.641545 0.111609
F 2.655586 0.804266 -0.503070
F 3.247442 4.202873 0.742406
F 3.505676 1.858948 1.637324
F 2.554052 3.018641 -1.578117
F 4.666596 2.570165 -0.473057

Forces on the atoms, in the same order (eV/Å):
Eu 1.017 1.408 -1.344
C -1.037 1.255 -0.383
C -0.819 0.031 -0.823
O 1.112 -1.426 0.479
C -0.526 0.151 0.773
C -1.138 -1.033 -0.941
O 0.518 0.540 1.059
C -1.025 -0.882 -1.109
C 0.760 -1.353 -0.200
O -0.877 -0.086 -0.383
C 0.206 1.290 0.804
C -0.260 -1.640 -0.768
O 0.772 -0.399 0.736
H 0.313 0.365 -0.263
H 0.161 -0.587 0.997
H 0.371 0.530 1.165
H 0.394 -0.006 -0.405
H 0.045 -0.269 -0.436
H 0.271 0.683 -0.245
H 0.024 0.065 -0.035
H 0.297 0.385 0.160
H 0.631 0.821 0.133
H 0.806 -0.269 0.630
H -0.156 0.323 -0.272
H -0.803 0.436 0.441
H 0.030 0.480 1.042
H -0.043 -0.564 -0.564
H 0.319 -0.416 -0.026
H 0.299 0.941 -0.006
O 1.216 -2.796 1.996
C -3.675 3.540 -1.901
C 0.475 -0.094 -0.186
C 2.696 1.305 0.368
C -0.874 -0.456 -0.304
C -1.850 2.662 -0.290
C 1.322 -0.783 -2.380
N 1.487 -1.756 2.017
H -0.607 -0.416 -0.313
H 0.687 -0.159 0.719
H -1.648 -0.296 0.239
H -0.093 -0.229 -0.449
H 0.758 -0.248 0.140
H 0.276 -0.060 -0.154
H 0.487 -0.567 0.700
H -0.134 -0.899 0.077
H -0.058 0.482 -0.072
H -0.495 0.380 -0.310
H 0.069 0.487 0.270
F 0.228 -1.063 -2.132
As 2.322 0.008 0.715
F -1.309 1.163 0.608
F -0.651 -0.496 -0.615
F -0.686 0.394 -1.580
F -0.739 -0.385 2.379
F -0.867 -0.489 0.245

# 3
The following is a DFT calculation (ωB97M-V/def2-TZVPD) of 9 unconnected molecules or ions with the total composition C14H27Cl16O5P at a distorted geometry.

Properties
Frontier orbital gap ... 9.372 eV
SMILES ... C#CCO[P@@](=O)(O)OOCCC.ClCCl.ClCCl.ClCCl.ClCCl.ClCCl.ClCCl.ClCCl.ClCCl
E_HOMO ... -9.47 eV
Charge ... 0

Geometry (Å):
C -0.175444 3.430058 3.109873
C 0.761419 2.428029 2.714461
C 1.568767 1.013210 2.335208
O 0.644614 0.061311 1.691413
P -0.268003 -0.855139 2.857746
O -0.896375 -2.155663 2.142559
O 0.707552 -1.416657 4.231812
O -1.611074 0.013010 3.565809
O -2.764091 -0.450567 3.094373
C -3.647823 0.756388 3.188788
C -5.223210 0.393837 3.466680
C -6.111347 0.353315 2.059837
H -1.142084 4.002769 3.513205
H 2.056631 0.628062 3.327464
H 2.451099 1.268549 1.578504
H 0.873622 -2.403760 4.046412
H -3.246666 1.341759 4.148588
H -3.519975 1.383110 2.205066
H -5.407635 -0.566889 4.110476
H -5.669668 1.313948 4.082598
H -6.129455 -0.739431 1.640545
H -5.583587 1.127976 1.327866
H -7.223592 0.703486 2.304700
Cl -2.121708 1.711582 0.240609
C -2.888630 1.108645 -1.233595
Cl -4.126484 2.230692 -1.811382
H -2.126795 0.989789 -2.007968
H -3.354343 0.142861 -1.022948
Cl -3.605514 -1.933611 -1.877908
C -3.644341 -2.133605 -3.633890
Cl -2.056797 -1.819257 -4.345227
H -3.942901 -3.158231 -3.868783
H -4.368406 -1.432440 -4.055905
Cl 4.576806 2.191817 0.834437
C 4.692276 0.885276 -0.350719
Cl 3.247027 0.818246 -1.366531
H 5.565432 1.056492 -0.985114
H 4.800499 -0.065339 0.177125
Cl -2.917092 0.728072 -6.743610
C -1.638250 1.740529 -6.062089
Cl -1.509095 1.511420 -4.313964
H -0.686419 1.472668 -6.527320
H -1.867104 2.789066 -6.267505
Cl -6.440280 0.002068 6.678718
C -5.206570 1.195298 7.101969
Cl -5.549096 2.758414 6.350667
H -5.188524 1.318673 8.187614
H -4.233489 0.839395 6.754916
Cl 3.066515 -2.540915 -1.970982
C 1.471637 -2.134834 -2.616303
Cl 1.288130 -2.720647 -4.274091
H 0.705660 -2.597058 -1.988769
H 1.350098 -1.048949 -2.607220
Cl 7.478292 -0.227952 -2.263053
C 6.711370 -0.830889 -3.737256
Cl 5.473516 0.291158 -4.315043
H 7.473205 -0.949744 -4.511630
H 6.245657 -1.796673 -3.526610
Cl 10.576806 -1.190026 -1.784328
C 10.692276 -2.496567 -2.969484
Cl 9.247027 -2.563597 -3.985296
H 11.565432 -2.325351 -3.603878
H 10.800499 -3.447181 -2.441640

Forces on the atoms, in the same order (eV/Å):
C 5.755 -7.941 -2.512
C -7.077 5.893 2.908
C 0.672 2.512 0.118
O -0.379 -0.385 4.286
P -2.776 -6.022 -2.309
O 2.993 5.228 2.539
O -1.333 0.632 -3.036
O 6.889 0.504 0.896
O -4.813 0.072 -1.233
C -0.690 0.592 0.973
C -0.604 0.805 -0.536
C 0.381 0.224 0.881
H 2.952 -1.399 -1.202
H -1.171 0.562 -1.871
H -2.329 -0.619 1.595
H -0.636 2.048 -0.008
H -0.842 -1.107 -2.217
H -0.303 -1.159 2.158
H 0.685 1.843 -1.318
H 1.201 -2.055 -1.299
H 0.071 2.243 0.534
H -1.400 -1.811 1.309
H 2.468 -0.798 -0.690
Cl 0.314 0.051 -0.181
C 0.013 -0.242 0.086
Cl -0.058 -0.056 -0.095
H -0.244 0.079 0.340
H 0.181 0.740 0.045
Cl -0.175 -0.636 -0.104
C -0.280 -0.044 -0.359
Cl -0.129 -0.297 0.048
H 0.181 0.248 0.154
H 0.253 -0.071 0.164
Cl 0.227 0.122 0.055
C 0.292 -0.298 -0.190
Cl 0.000 0.153 0.061
H -0.364 0.053 0.170
H -0.130 0.248 -0.103
Cl 0.002 0.093 -0.135
C 0.210 0.212 -0.225
Cl 0.212 0.316 -0.177
H -0.281 -0.051 0.186
H -0.049 -0.312 0.142
Cl -0.007 -0.056 0.244
C 0.281 -0.140 0.200
Cl 0.095 0.129 0.120
H -0.124 0.010 -0.323
H -0.296 0.086 -0.045
Cl 0.011 -0.132 0.073
C -0.318 0.193 0.201
Cl 0.018 0.042 -0.026
H 0.257 0.028 -0.184
H 0.142 -0.271 -0.065
Cl -0.128 -0.019 -0.058
C -0.145 -0.198 -0.282
Cl -0.024 -0.059 -0.067
H -0.310 0.288 0.292
H 0.044 0.311 0.046
Cl 0.378 -0.169 0.025
C 0.385 -0.142 0.123
Cl 0.333 -0.407 -0.134
H -0.320 0.055 0.126
H -0.163 0.282 -0.113

# 4
The following is a DFT calculation (ωB97M-V/def2-TZVPD) of 3 unconnected molecules or ions with the total composition C14H27FO12P2S at a distorted geometry.

Properties
Frontier orbital gap ... 6.817 eV
SMILES ... C#C[C@H]1C[C@@H](CC(=O)F)COS1(=O)=O.COP(=O)(OC)OC.COP(=O)(OC)OC
E_HOMO ... -9.52 eV
Charge ... 0

Geometry (Å):
C -0.992080 -0.105673 0.279228
C -1.609586 -1.165006 0.232998
C -2.600106 -2.387031 0.116395
C -3.741259 -2.146509 1.214581
C -5.189041 -2.147839 0.562209
C -5.607184 -0.731915 -0.091683
C -6.283827 0.242852 0.933160
O -5.837732 0.578706 1.994523
F -7.548175 0.775161 0.543292
C -5.399685 -3.367597 -0.433058
O -4.742753 -3.230545 -1.719271
S -3.200028 -2.638046 -1.611379
O -3.182020 -1.349460 -2.347616
O -2.207724 -3.521773 -2.271491
H -0.675018 0.977024 0.280312
H -2.008251 -3.307053 0.434840
H -3.610386 -1.173923 1.793967
H -3.628130 -2.969661 1.998732
H -5.925628 -2.315913 1.422914
H -6.276892 -0.991933 -0.978849
H -4.639800 -0.276033 -0.492706
H -5.160235 -4.338632 0.105754
H -6.520076 -3.405592 -0.656270
C 2.568482 0.241874 -2.839987
O 1.941297 1.389157 -3.418447
P 2.361812 2.877911 -2.668120
O 1.090190 2.801726 -1.828314
O 2.105612 3.680343 -4.068614
C 0.971894 3.374623 -4.869102
O 2.847600 4.333864 -1.927809
C 1.851614 5.302561 -1.643275
H 2.234842 -0.644842 -3.377067
H 3.653150 0.324334 -2.932855
H 2.291661 0.150023 -1.787221
H 0.116817 3.076484 -4.258457
H 1.219839 2.580747 -5.575845
H 0.703743 4.268069 -5.434985
H 1.311046 5.029070 -0.736411
H 1.157158 5.418596 -2.476433
H 2.352494 6.256686 -1.467798
C 4.213579 -3.391595 3.694651
O 4.414164 -1.980847 3.802679
P 3.440169 -1.052707 2.735510
O 4.563883 -0.950658 1.716058
O 3.464020 0.208048 3.775322
C 4.684290 0.608955 4.382245
O 2.302090 -0.234026 1.774430
C 2.738948 0.881324 1.017627
H 4.875065 -3.892366 4.400282
H 3.179546 -3.640266 3.941913
H 4.444961 -3.730319 2.681256
H 5.536349 0.445597 3.718693
H 4.830153 0.064591 5.317087
H 4.617405 1.673651 4.610646
H 3.246525 0.542869 0.113657
H 3.396074 1.528408 1.600299
H 1.859170 1.454524 0.717818

Forces on the atoms, in the same order (eV/Å):
C -1.369 -0.436 -0.181
C -0.578 0.254 -0.987
C 1.354 1.253 2.696
C -0.588 -0.032 0.254
C -0.466 0.017 1.097
C 0.165 -0.796 -0.735
C 0.093 0.382 0.623
O -0.773 -0.717 -1.896
F 2.069 -1.130 0.193
C -1.829 0.343 1.332
O 1.697 0.380 1.793
S 3.675 1.732 -5.482
O -1.325 -1.818 2.431
O -2.572 0.227 2.273
H -0.148 -2.063 0.042
H -0.933 0.992 -0.976
H 0.037 -1.201 -1.060
H -0.411 0.948 -1.171
H 0.961 -0.039 -1.167
H 0.770 0.824 1.234
H -1.492 -0.172 0.456
H 0.121 1.083 -0.847
H 1.593 -0.010 0.008
C -0.083 -0.432 0.074
O 3.873 0.024 0.223
P -9.022 3.400 -0.490
O 1.019 -0.685 0.813
O 0.909 0.167 0.456
C -0.127 -0.447 -0.530
O 3.640 -1.664 -0.621
C -0.626 0.073 0.176
H -0.056 0.113 -0.011
H -0.035 -0.255 0.000
H -0.027 -0.052 -0.057
H 0.142 -0.061 0.086
H -0.147 0.001 0.063
H 0.228 0.070 0.141
H -0.058 -0.084 -0.169
H 0.012 -0.079 0.043
H 0.292 -0.186 -0.134
C 0.209 -0.366 -0.005
O -3.520 -1.240 0.185
P 6.558 6.456 -2.291
O -0.949 -1.185 -0.051
O -0.857 -0.335 -0.269
C 0.315 -0.169 0.554
O -2.220 -2.827 1.965
C 0.523 0.328 -0.299
H 0.000 0.119 -0.024
H 0.122 -0.217 0.072
H 0.007 -0.021 0.033
H -0.111 -0.119 -0.038
H 0.120 0.030 -0.079
H -0.228 -0.068 -0.105
H 0.161 0.004 0.194
H 0.028 -0.096 -0.018
H -0.141 -0.219 0.185